1.
A 8-piece molecular cluster, C39H44N9O2P overall in a non-equilibrium geometry, computed with the ωB97M-V functional and the def2-TZVPD basis.

Structure (ORCA input):
```
! wB97M-V def2-TZVPD RIJCOSX def2/J DEFGRID3
* xyz 0 1
N -1.3387 -0.6059 -0.2796
P -2.6461 0.4825 0.0660
O -2.5368 1.6217 -1.1532
C -4.3139 -0.3801 -0.0490
C -4.2866 -1.5932 -1.1033
N -5.3962 -1.4834 -2.0545
C -6.2958 -0.4246 -1.6520
O -7.3913 -0.2839 -1.9962
C -5.4727 0.4683 -0.6886
H -1.2486 -1.3485 0.4054
H -1.3469 -0.9584 -1.2374
H -1.7760 1.3597 -1.7124
H -4.7393 -0.6381 0.9275
H -4.2953 -2.4866 -0.4624
H -3.3848 -1.5157 -1.7299
H -5.0218 -1.1333 -2.9364
H -5.2496 1.4837 -1.0458
H -6.1691 0.6411 0.1578
C -4.9648 0.6149 5.9974
C -4.1188 -0.4698 6.1532
C -3.4458 -0.9428 5.0367
N -3.5672 -0.4170 3.8170
C -4.3899 0.6289 3.6889
C -5.1057 1.1801 4.7404
H -5.5078 1.0159 6.8447
H -3.9825 -0.9395 7.1182
H -2.7703 -1.7886 5.1118
H -4.4700 1.0363 2.6861
H -5.7564 2.0296 4.5789
C -1.4653 4.0983 -5.7200
C -0.3843 3.2358 -5.6339
C -0.2410 2.4746 -4.4853
N -1.0867 2.5262 -3.4513
C -2.1242 3.3649 -3.5558
C -2.3571 4.1671 -4.6602
H -1.6118 4.7099 -6.6022
H 0.3341 3.1547 -6.4377
H 0.5867 1.7888 -4.3750
H -2.7915 3.3840 -2.7024
H -3.2139 4.8266 -4.6906
C 1.7636 -1.9571 -7.2931
C 1.6054 -0.7819 -8.0100
C 1.5759 0.4147 -7.3112
N 1.6868 0.5027 -5.9843
C 1.8362 -0.6437 -5.3137
C 1.8830 -1.8915 -5.9149
H 1.7937 -2.9124 -7.8023
H 1.5081 -0.7922 -9.0873
H 1.4580 1.3595 -7.8318
H 1.9230 -0.5435 -4.2357
H 2.0102 -2.7866 -5.3194
C 2.2038 0.7707 0.6877
C 3.0437 -0.3194 0.8459
C 3.7115 -0.7931 -0.2750
N 3.5908 -0.2602 -1.4974
C 2.7743 0.7882 -1.6192
C 2.0637 1.3388 -0.5680
H 1.6616 1.1730 1.5347
H 3.1791 -0.7934 1.8090
H 4.3811 -1.6437 -0.2039
H 2.6927 1.1992 -2.6210
H 1.4156 2.1904 -0.7282
C 6.3314 -4.2341 -2.2792
C 6.0067 -5.3314 -3.0616
C 4.9712 -5.2032 -3.9740
N 4.2637 -4.0836 -4.1419
C 4.5920 -3.0396 -3.3768
C 5.6119 -3.0617 -2.4378
H 7.1352 -4.2931 -1.5551
H 6.5443 -6.2655 -2.9670
H 4.6838 -6.0341 -4.6097
H 4.0003 -2.1444 -3.5318
H 5.8340 -2.1831 -1.8478
C -2.0080 4.9496 7.7070
C -2.3146 3.8407 6.9358
C -3.3427 3.9481 6.0118
N -4.0587 5.0585 5.8240
C -3.7482 6.1141 6.5781
C -2.7374 6.1137 7.5270
H -1.2109 4.9076 8.4393
H -1.7693 2.9127 7.0466
H -3.6169 3.1090 5.3835
H -4.3481 7.0012 6.4046
H -2.5283 7.0011 8.1091
C 5.8294 -3.9217 5.0699
C 6.3776 -3.5053 3.8680
C 5.6096 -2.7015 3.0406
N 4.3689 -2.3070 3.3323
C 3.8594 -2.7206 4.4940
C 4.5433 -3.5225 5.3941
H 6.3972 -4.5497 5.7454
H 7.3783 -3.7964 3.5783
H 5.9980 -2.3482 2.0910
H 2.8488 -2.3861 4.7031
H 4.0803 -3.8261 6.3232
*
```

HOMO energy = -7.53 eV
E_LUMO = 0.526 eV
Kohn-Sham gap = 8.1 eV
F_max = 5.060 eV/A
Structure (SMILES) = NP(O)[C@@H]1CNC(=O)C1.c1ccncc1.c1ccncc1.c1ccncc1.c1ccncc1.c1ccncc1.c1ccncc1.c1ccncc1

2.
C13H17Cl2N2O2PtSe as an isolated structure in a non-equilibrium geometry, computed with the ωB97M-V functional and the def2-TZVPD basis.

Structure (ORCA input):
```
! wB97M-V def2-TZVPD RIJCOSX def2/J DEFGRID3
* xyz 1 1
Pt -0.4790 0.5043 -0.4344
Cl -2.8728 -0.3784 0.2834
C -4.0652 -0.0938 -0.7346
Cl -1.4863 0.6802 -2.7296
H -4.6004 0.8412 -0.6460
H -4.2669 -0.8082 -1.5184
C 1.9666 -1.2766 -0.7323
N 0.5567 -1.4846 -0.3588
C -0.0626 -2.4715 -1.2567
C 0.4671 -1.9228 1.0553
C 0.3692 -0.7400 1.9885
C 0.6469 -0.8841 3.3426
C 0.4157 0.1630 4.2200
C -0.1107 1.3585 3.7498
C -0.3833 1.5211 2.3986
C -0.1091 0.4852 1.5098
H 2.4979 -2.2329 -0.7146
H 2.4327 -0.6009 -0.0164
H 2.0368 -0.8573 -1.7338
H 0.4002 -3.4572 -1.1430
H 0.0703 -2.1503 -2.2899
H -1.1262 -2.5576 -1.0390
H 1.3253 -2.5515 1.3126
H -0.4254 -2.5463 1.1546
H 1.0254 -1.8289 3.7146
H 0.6301 0.0403 5.2727
H -0.3057 2.1725 4.4351
H -0.8026 2.4503 2.0392
Se -0.8599 -0.1867 -4.6210
C 0.9473 -0.1238 -4.2735
N 2.0704 -0.0706 -4.0288
C 1.4038 2.6461 -1.5056
O 0.1604 3.2354 -1.1261
C -0.8243 2.5114 -0.5541
O -1.8278 3.0752 -0.2213
H 2.1781 3.3721 -1.2729
H 1.4021 2.4431 -2.5764
H 1.6052 1.7239 -0.9499
*
```

HOMO energy = -11.72 eV
E_LUMO = -6.082 eV
Kohn-Sham gap = 5.6 eV
F_max = 1.202 eV/A

3.
A 13-piece molecular cluster, C26H78O13S13 overall in a non-equilibrium geometry, computed with the ωB97M-V functional and the def2-TZVPD basis.

Structure (ORCA input):
```
! wB97M-V def2-TZVPD RIJCOSX def2/J DEFGRID3
* xyz 0 1
C 10.3280 -6.7219 0.2576
S 11.9118 -7.4215 -0.1992
O 11.6351 -8.3010 -1.3736
C 12.6251 -5.8703 -0.8243
H 9.9076 -6.1337 -0.5573
H 10.3125 -6.0971 1.1543
H 9.6524 -7.5470 0.4934
H 13.4763 -6.1227 -1.4589
H 12.8824 -5.2436 0.0253
H 11.9504 -5.3923 -1.5380
C 11.0016 -14.4636 -2.1750
S 10.8031 -13.2526 -0.8631
O 11.9566 -13.2652 0.0975
C 10.9938 -11.8239 -1.9407
H 10.1335 -14.3048 -2.8123
H 10.9379 -15.4800 -1.7742
H 11.9905 -14.4966 -2.6437
H 11.1486 -10.8937 -1.3833
H 10.1505 -11.6466 -2.6049
H 11.9268 -11.9192 -2.5034
C 6.2871 -11.5038 -0.3868
S 5.9599 -13.1012 -1.1694
O 4.5390 -12.9458 -1.6613
C 6.9174 -12.7952 -2.6745
H 6.0353 -10.6954 -1.0664
H 7.3366 -11.4234 -0.0945
H 5.6922 -11.4552 0.5228
H 6.4608 -12.0063 -3.2719
H 6.8914 -13.6885 -3.3012
H 7.9603 -12.5683 -2.4423
C 17.1520 -11.0813 -1.8180
S 16.1315 -9.7208 -2.4248
O 15.8770 -9.9083 -3.9111
C 14.5615 -10.0339 -1.6064
H 16.7534 -12.0005 -2.2610
H 16.9917 -11.1451 -0.7415
H 18.2065 -11.0861 -2.0752
H 13.8317 -9.2538 -1.8282
H 14.6676 -10.1506 -0.5270
H 14.0394 -10.9289 -1.9599
C 14.7483 -13.6661 1.0437
S 16.4181 -14.4044 1.1358
O 17.2719 -13.7423 0.1181
C 16.8210 -13.7886 2.8281
H 14.7656 -12.6041 1.2840
H 14.1894 -14.1527 1.8479
H 14.2857 -13.9281 0.0976
H 15.9380 -13.8056 3.4616
H 17.1576 -12.7595 2.6966
H 17.6220 -14.4177 3.2035
C 14.6775 -12.7453 -4.7435
S 13.2636 -13.8530 -4.8918
O 12.0437 -13.0255 -5.1925
C 13.6967 -14.6100 -6.4816
H 14.5010 -12.2591 -3.7846
H 14.7018 -11.9966 -5.5307
H 15.6189 -13.2891 -4.6689
H 12.7982 -14.9567 -6.9906
H 14.4523 -15.3961 -6.4336
H 14.1132 -13.8974 -7.2025
C 12.5245 -11.8543 3.2738
S 11.3066 -10.6035 3.8125
O 12.0120 -9.6369 4.7390
C 11.2566 -9.6582 2.2639
H 12.0753 -12.6429 2.6754
H 13.0588 -12.2282 4.1446
H 13.2486 -11.2630 2.7083
H 10.6261 -10.1073 1.4952
H 12.2847 -9.5476 1.9202
H 10.8769 -8.6638 2.4859
C 16.0498 -16.6932 -3.7989
S 15.5068 -16.0268 -2.2177
O 14.0059 -15.8713 -2.2177
C 15.8476 -17.4885 -1.1943
H 15.5864 -17.6561 -4.0022
H 17.1344 -16.7998 -3.7980
H 15.8096 -15.8787 -4.4818
H 15.1558 -18.2820 -1.4908
H 15.7068 -17.3233 -0.1285
H 16.8618 -17.8649 -1.3393
C 9.2971 -11.1199 -6.2926
S 7.6655 -10.3993 -6.4496
O 7.6169 -9.0874 -5.7262
C 7.8801 -9.9458 -8.2231
H 10.1062 -10.4630 -6.6171
H 9.3448 -11.9851 -6.9588
H 9.5130 -11.4505 -5.2777
H 8.8535 -9.4840 -8.3762
H 7.0653 -9.2667 -8.4525
H 7.8494 -10.8621 -8.8134
C 11.7096 -17.1071 1.0298
S 12.5472 -18.7346 0.9106
O 11.7255 -19.6255 1.8131
C 11.9168 -19.0467 -0.7879
H 10.6367 -17.2684 0.9301
H 12.0307 -16.4661 0.2072
H 11.9219 -16.6563 1.9960
H 12.2816 -20.0025 -1.1598
H 12.1811 -18.2546 -1.4968
H 10.8291 -19.0180 -0.8615
C 10.6880 -16.5191 -5.4709
S 11.3426 -17.7312 -4.2812
O 10.8167 -19.0275 -4.8381
C 13.0939 -17.5833 -4.6910
H 9.6082 -16.4820 -5.3869
H 11.0351 -16.8025 -6.4622
H 11.1280 -15.5581 -5.1893
H 13.5028 -16.6011 -4.4517
H 13.3272 -17.8228 -5.7297
H 13.6368 -18.2713 -4.0417
C 8.2564 -19.2099 -1.8830
S 7.6679 -17.5452 -1.5700
O 8.8513 -16.7658 -1.0313
C 7.5844 -16.9424 -3.3038
H 7.3921 -19.7778 -2.2325
H 8.6326 -19.6643 -0.9695
H 9.0490 -19.1646 -2.6315
H 8.3708 -17.4809 -3.8233
H 7.8290 -15.8837 -3.3542
H 6.5742 -17.0806 -3.6846
C 9.2307 -8.2389 -3.0925
S 7.6375 -8.5750 -2.2934
O 7.8342 -8.6090 -0.7994
C 6.8288 -6.9663 -2.6142
H 8.9700 -8.1750 -4.1535
H 9.8547 -9.1242 -3.0200
H 9.6616 -7.3195 -2.7197
H 7.1934 -6.1866 -1.9375
H 5.7698 -6.9755 -2.3483
H 6.9320 -6.6300 -3.6449
*
```

HOMO energy = -8.70 eV
Energy above the lowest of the compared OMol25 structures with the same formula, charge and spin = 65.99 kJ/mol
E_LUMO = -0.032 eV
Kohn-Sham gap = 8.7 eV
F_max = 2.150 eV/A

4.
A 3-piece molecular cluster, H5OS2 overall in a non-equilibrium geometry, computed with the ωB97M-V functional and the def2-TZVPD basis.

Structure (ORCA input):
```
! wB97M-V def2-TZVPD RIJCOSX def2/J DEFGRID3
* xyz 0 2
O 1.2043 1.4292 2.7770
H 0.3705 1.4984 3.2435
H 1.1474 0.9257 1.9595
H -1.0428 -1.3419 -1.3654
S 0.4547 -0.0375 -0.1679
S -1.9810 -1.0544 -2.3402
H 1.4741 0.5405 -0.8432
H -1.6271 -1.9602 -3.2632
*
```

HOMO energy (alpha / beta) = -9.84 / -9.81 eV
Energy above the lowest of the compared OMol25 structures with the same formula, charge and spin = 0.00 kJ/mol
E_LUMO (alpha / beta) = 0.686 / -3.144 eV
Kohn-Sham gap (alpha / beta) = 10.5 / 6.7 eV
F_max = 1.284 eV/A

5.
A 2-piece molecular cluster, C4H9O2S overall in a non-equilibrium geometry, computed with the ωB97M-V functional and the def2-TZVPD basis.

Structure (ORCA input):
```
! wB97M-V def2-TZVPD RIJCOSX def2/J DEFGRID3
* xyz -1 1
C -3.4482 0.8424 0.1764
C 1.3044 -1.1671 0.7017
C 0.8909 -0.8508 -0.7999
C -0.7224 0.6398 -0.5744
O -1.7502 -0.7201 1.5475
O -2.5154 -1.2710 -0.7645
S -2.1616 -0.2547 0.2140
H -3.2212 1.6266 0.9398
H -3.2620 1.3640 -0.8514
H 1.9042 -0.2879 1.0848
H 0.4511 -1.4796 1.2699
H 2.1091 -2.0083 0.7905
H 0.3499 -1.6452 -1.3696
H 1.8847 -0.6161 -1.2413
H -0.2839 1.3084 0.0033
H -1.0738 0.9024 -1.5208
*
```

HOMO energy (alpha / beta) = -3.27 / -3.27 eV
Energy above the lowest of the compared OMol25 structures with the same formula, charge and spin = 539.44 kJ/mol
E_LUMO (alpha / beta) = 3.955 / 3.955 eV
Kohn-Sham gap (alpha / beta) = 7.2 / 7.2 eV
F_max = 6.806 eV/A